{
  "formula": "C37H25IN3O4PYb",
  "method": "wB97M-V/def2-TZVPD",
  "elements": ["Yb", "O", "N", "O", "C", "C", "C", "C", "C", "C", "N", "C", "C", "N", "C", "C", "C", "C", "H", "H", "H", "H", "H", "H", "H", "C", "C", "C", "C", "C", "C", "P", "C", "C", "C", "C", "C", "C", "C", "C", "C", "C", "C", "C", "H", "H", "H", "H", "H", "H", "H", "H", "H", "H", "H", "H", "H", "H", "I", "C", "C", "C", "C", "C", "C", "C", "O", "O", "H", "H", "H", "H"],
  "positions_angstrom": [[-0.846, -0.484, 0.100], [-5.798, 5.259, 1.081], [-4.638, 5.538, 1.306], [-4.223, 6.652, 1.550], [-3.647, 4.443, 1.336], [-2.570, 4.646, 2.126], [-1.570, 3.647, 2.274], [-0.518, 3.771, 3.200], [0.377, 2.745, 3.326], [0.232, 1.617, 2.512], [-0.730, 1.486, 1.614], [-1.644, 2.479, 1.505], [-2.768, 2.284, 0.621], [-2.787, 1.141, -0.103], [-3.860, 0.862, -0.820], [-4.969, 1.702, -0.877], [-4.947, 2.894, -0.198], [-3.819, 3.226, 0.583], [-2.483, 5.579, 2.665], [-0.448, 4.661, 3.813], [1.186, 2.785, 4.041], [0.903, 0.773, 2.614], [-3.841, -0.062, -1.386], [-5.832, 1.419, -1.461], [-5.791, 3.559, -0.242], [5.913, -1.977, -2.557], [5.814, -0.701, -2.024], [4.615, -0.253, -1.488], [3.509, -1.096, -1.472], [3.608, -2.374, -2.027], [4.807, -2.814, -2.562], [1.894, -0.713, -0.709], [1.975, 1.079, -0.283], [2.807, 1.595, 0.710], [2.877, 2.963, 0.917], [2.114, 3.829, 0.141], [1.278, 3.328, -0.844], [1.207, 1.956, -1.054], [1.945, -1.497, 0.954], [3.084, -2.029, 1.550], [2.974, -2.621, 2.799], [1.734, -2.700, 3.420], [0.603, -2.179, 2.801], [0.660, -1.557, 1.547], [6.851, -2.316, -2.976], [6.675, -0.044, -2.026], [4.549, 0.753, -1.100], [2.739, -3.022, -2.029], [4.878, -3.806, -2.988], [3.397, 0.920, 1.320], [3.534, 3.364, 1.679], [2.176, 4.897, 0.306], [0.710, 4.005, -1.470], [0.597, 1.557, -1.862], [4.043, -1.990, 1.044], [3.851, -3.028, 3.286], [1.643, -3.178, 4.388], [-0.354, -2.284, 3.304], [-3.327, -7.700, -4.090], [-2.820, -5.906, -3.128], [-2.854, -4.715, -3.840], [-2.522, -3.532, -3.205], [-2.187, -3.540, -1.855], [-2.160, -4.739, -1.147], [-2.461, -5.927, -1.787], [-1.878, -2.277, -1.158], [-1.378, -1.285, -1.785], [-2.098, -2.166, 0.093], [-3.135, -4.710, -4.884], [-2.533, -2.599, -3.753], [-1.899, -4.733, -0.096], [-2.421, -6.859, -1.241]],
  "lowdin_spin": [1.001, 0.000, 0.000, 0.000, 0.000, 0.000, 0.000, 0.000, 0.000, 0.000, -0.001, 0.000, 0.000, -0.001, 0.000, 0.000, 0.000, 0.000, 0.000, 0.000, 0.000, 0.000, 0.000, 0.000, 0.000, 0.000, 0.000, 0.000, 0.000, 0.000, 0.000, 0.000, 0.000, 0.000, 0.000, 0.000, 0.000, 0.000, 0.001, 0.000, 0.000, 0.000, 0.000, 0.000, 0.000, 0.000, 0.000, 0.000, 0.000, 0.000, 0.000, 0.000, 0.000, 0.000, 0.000, 0.000, 0.000, 0.000, 0.000, 0.000, 0.000, 0.000, 0.000, 0.000, 0.000, 0.000, 0.000, 0.001, 0.000, 0.000, 0.000, 0.000],
  "gap_ev": 7.06,
  "total_charge": 1,
  "mol_weight_g_mol": 906.54,
  "de_lowest_kj_mol": 18.0,
  "homo_energy_ev": -10.912,
  "e_lumo_ev": -3.9,
  "spin_multiplicity": 2
}

***

{
  "formula": "C37H26BF3O2S",
  "method": "wB97M-V/def2-TZVPD",
  "elements": ["C", "C", "C", "C", "C", "C", "C", "C", "C", "C", "C", "C", "C", "C", "C", "C", "C", "C", "C", "H", "H", "H", "H", "H", "H", "H", "H", "H", "H", "H", "H", "H", "C", "C", "C", "C", "C", "B", "C", "C", "C", "C", "C", "F", "F", "F", "C", "C", "O", "C", "C", "C", "C", "C", "C", "O", "S", "H", "H", "H", "H", "H", "H", "H", "H", "H", "H", "H", "H", "H"],
  "positions_angstrom": [[-0.222, 0.011, 1.267], [-1.570, -0.084, 1.984], [-2.422, 1.014, 2.154], [-3.579, 0.974, 2.965], [-3.995, -0.216, 3.553], [-3.159, -1.313, 3.380], [-1.945, -1.226, 2.686], [0.649, -1.205, 1.463], [1.888, -0.830, 2.038], [2.943, -1.715, 2.209], [2.715, -3.063, 1.982], [1.461, -3.478, 1.534], [0.427, -2.564, 1.240], [1.899, 0.626, 2.194], [0.652, 1.151, 1.747], [0.411, 2.497, 1.986], [1.441, 3.282, 2.546], [2.723, 2.780, 2.803], [2.966, 1.430, 2.578], [-2.247, 1.934, 1.596], [-4.174, 1.880, 3.095], [-4.955, -0.286, 4.068], [-3.447, -2.267, 3.813], [-1.293, -2.095, 2.736], [3.922, -1.326, 2.455], [3.530, -3.781, 2.097], [1.271, -4.541, 1.381], [-0.546, -2.894, 0.863], [-0.573, 2.931, 1.794], [1.232, 4.326, 2.756], [3.541, 3.447, 3.109], [3.963, 0.999, 2.622], [-2.095, -0.243, -6.010], [-1.354, 0.076, -4.730], [-0.381, 1.044, -4.529], [0.121, 1.131, -3.186], [-0.434, 0.185, -2.341], [-0.227, 0.198, -0.549], [1.198, -0.488, -0.919], [1.285, -1.775, -1.453], [2.531, -2.392, -1.595], [3.675, -1.673, -1.280], [5.006, -2.387, -1.135], [5.973, -1.865, -1.953], [5.462, -2.261, 0.166], [4.909, -3.730, -1.389], [3.609, -0.310, -1.006], [2.360, 0.296, -0.889], [-0.430, 1.676, -0.510], [-1.786, 1.809, -0.624], [-2.435, 0.555, -0.549], [-3.796, 0.416, -0.515], [-4.526, 1.604, -0.453], [-3.908, 2.849, -0.485], [-2.513, 2.991, -0.598], [-1.544, -0.465, -0.409], [-1.617, -0.724, -3.172], [-1.760, 0.379, -6.853], [-1.950, -1.293, -6.309], [-3.176, -0.068, -5.891], [-0.056, 1.666, -5.353], [0.886, 1.846, -2.913], [0.394, -2.328, -1.767], [2.604, -3.446, -1.885], [4.531, 0.270, -0.832], [2.306, 1.388, -0.772], [-4.220, -0.580, -0.516], [-5.623, 1.534, -0.396], [-4.530, 3.761, -0.449], [-1.999, 3.956, -0.644]],
  "lowdin_charge": [-0.012, -0.105, -0.019, -0.053, -0.081, -0.069, -0.002, -0.133, -0.098, -0.008, -0.069, -0.060, -0.031, -0.103, -0.076, 0.013, -0.059, -0.072, -0.018, 0.094, 0.108, 0.106, 0.102, 0.103, 0.112, 0.113, 0.108, 0.133, 0.111, 0.100, 0.109, 0.112, -0.102, -0.513, -0.123, -0.095, -0.354, -0.798, -0.077, -0.014, 0.013, -0.132, -0.495, 0.117, 0.096, 0.107, 0.008, 0.001, 0.070, -0.223, -0.282, 0.002, -0.090, -0.090, 0.002, 0.019, 1.123, 0.080, 0.075, 0.077, 0.104, 0.120, 0.127, 0.131, 0.138, 0.144, 0.132, 0.110, 0.108, 0.127],
  "gap_ev": 4.98,
  "mol_weight_g_mol": 602.49,
  "de_lowest_kj_mol": 274.8,
  "homo_energy_ev": -7.366,
  "e_lumo_ev": -2.4
}

***

{
  "formula": "C37H26Cl4N8OPrSSe",
  "method": "wB97M-V/def2-TZVPD",
  "elements": ["Pr", "C", "C", "N", "C", "C", "C", "C", "C", "C", "C", "N", "C", "C", "C", "C", "C", "C", "C", "C", "N", "C", "H", "H", "H", "H", "H", "H", "H", "H", "H", "H", "H", "H", "Cl", "C", "C", "C", "C", "C", "Cl", "C", "S", "H", "H", "H", "Se", "N", "C", "C", "C", "C", "C", "C", "N", "H", "H", "H", "H", "N", "C", "N", "O", "H", "H", "H", "H", "Cl", "C", "C", "C", "C", "C", "Cl", "C", "N", "H", "H", "H"],
  "positions_angstrom": [[-0.152, 0.327, 0.488], [-4.370, 2.186, 1.632], [-2.988, 2.023, 1.475], [-2.438, 1.349, 0.490], [-3.240, 0.721, -0.413], [-4.655, 0.770, -0.286], [-5.199, 1.554, 0.752], [-5.481, 0.008, -1.134], [-4.897, -0.853, -2.023], [-3.510, -0.909, -2.174], [-2.643, -0.078, -1.464], [-1.285, -0.050, -1.611], [-0.635, -0.422, -2.744], [-1.198, -0.529, -4.019], [-0.484, -1.021, -5.112], [0.828, -1.398, -4.998], [1.492, -1.185, -3.776], [2.867, -1.456, -3.619], [3.492, -1.142, -2.446], [2.734, -0.562, -1.423], [1.442, -0.340, -1.506], [0.794, -0.650, -2.658], [-4.755, 2.781, 2.448], [-2.323, 2.468, 2.206], [-6.276, 1.614, 0.851], [-6.557, 0.077, -1.031], [-5.519, -1.502, -2.628], [-3.089, -1.639, -2.851], [-2.224, -0.223, -4.160], [-0.992, -1.114, -6.065], [1.372, -1.813, -5.839], [3.417, -1.895, -4.443], [4.546, -1.332, -2.293], [3.220, -0.274, -0.496], [0.040, 3.134, 1.582], [1.340, 3.907, 0.719], [2.137, 4.810, 1.390], [3.203, 5.397, 0.728], [3.452, 5.059, -0.594], [2.625, 4.169, -1.254], [2.974, 3.792, -2.907], [1.512, 3.558, -0.633], [0.412, 2.520, -1.453], [1.924, 5.043, 2.425], [3.836, 6.112, 1.236], [4.293, 5.490, -1.122], [2.136, -1.836, 1.842], [0.859, -1.908, 0.646], [1.046, -2.962, -0.139], [0.171, -3.340, -1.189], [0.489, -4.438, -1.930], [1.668, -5.188, -1.667], [2.516, -4.866, -0.650], [2.225, -3.735, 0.158], [2.945, -3.274, 1.173], [-0.719, -2.747, -1.360], [-0.158, -4.747, -2.741], [1.892, -6.039, -2.299], [3.409, -5.447, -0.453], [-1.554, -2.120, 3.209], [-1.800, -2.282, 1.949], [-2.214, -3.541, 1.453], [-1.725, -1.342, 1.082], [-1.700, -2.967, 3.745], [-0.276, -0.710, 3.134], [-1.880, -4.320, 1.995], [-2.047, -3.658, 0.465], [-1.313, 0.516, 5.168], [0.194, 1.278, 4.775], [0.641, 2.328, 5.551], [1.809, 3.007, 5.231], [2.511, 2.652, 4.088], [2.047, 1.613, 3.317], [2.772, 1.257, 1.767], [0.885, 0.849, 3.607], [0.518, -0.148, 2.772], [0.060, 2.617, 6.417], [2.151, 3.822, 5.854], [3.398, 3.192, 3.786]],
  "lowdin_spin": [2.023, 0.000, 0.000, -0.004, 0.000, 0.000, 0.000, 0.000, 0.000, 0.000, -0.001, -0.004, 0.000, 0.000, 0.000, 0.000, 0.000, 0.001, 0.000, 0.000, -0.003, 0.000, 0.000, 0.000, 0.000, 0.000, 0.000, 0.000, 0.000, 0.000, 0.000, 0.000, 0.000, 0.000, -0.001, 0.000, 0.000, 0.000, 0.000, 0.000, 0.000, 0.000, -0.003, 0.000, 0.000, 0.000, 0.000, -0.003, 0.000, 0.000, 0.000, 0.000, 0.000, 0.000, 0.000, 0.000, 0.000, 0.000, 0.000, 0.000, 0.000, 0.000, -0.003, 0.000, 0.000, 0.000, 0.000, 0.000, -0.001, 0.000, -0.001, 0.000, 0.000, 0.000, 0.000, -0.003, 0.000, 0.000, 0.000],
  "gap_ev": [5.83, 5.85],
  "total_charge": -1,
  "mol_weight_g_mol": 992.42,
  "de_lowest_kj_mol": 0.0,
  "homo_energy_ev": [-4.265, -4.285],
  "e_lumo_ev": [1.6, 1.6],
  "spin_multiplicity": 3
}